C13H7Cl3N2O6RuSbSe4 as an isolated structure, computed with ωB97M-V with the def2-TZVPD basis set.

Output
ΔE to the lowest compared entry with this formula, charge and spin	0.0	kcal per mole
Kohn-Sham gap	0.2461	hartree
LUMO energy	1.46	eV
molar mass	932.2	g mol⁻¹

The geometry in ORCA input format:
```
! RIJCOSX wB97M-V def2-TZVPD def2/J DEFGRID3
* xyz -1 1
Ru 0.15545 0.40602 0.98370
O 0.54096 3.72921 -3.75505
C 1.75935 3.44030 -3.36265
O 2.74354 3.91124 -3.88364
C 1.88839 2.52404 -2.18486
C 3.07576 2.04779 -1.65204
Cl 4.66991 2.26685 -2.16843
N 2.78893 1.24615 -0.60161
N 1.46376 1.17937 -0.43850
C 0.90172 1.93727 -1.36562
C -0.60589 1.93577 -1.39088
O -1.19802 2.56338 -2.27474
O -1.13730 1.22080 -0.49188
C 3.66116 0.34846 0.09683
C 4.62004 0.84638 0.95866
C 5.44823 -0.04388 1.62231
C 5.30647 -1.40937 1.41954
C 4.33599 -1.89313 0.55387
C 3.50513 -1.01068 -0.11452
H -0.18704 3.26233 -3.21040
H 4.69587 1.91436 1.11515
H 6.19668 0.32579 2.31051
H 5.94799 -2.10240 1.94842
H 4.21506 -2.95839 0.41051
H 2.72125 -1.36542 -0.77197
Se -2.20252 1.00150 4.35891
Sb -1.12286 2.04994 2.52095
Se 1.58082 -0.47287 2.84006
Se 1.48979 1.82740 2.60120
Se -1.55426 4.19456 1.58676
Cl -2.13347 -3.76505 -0.54910
C -1.49776 -3.19799 1.00187
Cl -0.21211 -4.26209 1.60478
C -0.93194 -1.79363 0.86470
O -1.32456 -0.93508 1.69835
O -0.07172 -1.51395 0.00324
H -2.29896 -3.19218 1.73066
*
```

C13H8CuNO10S2 as an isolated structure at a distorted geometry, computed with ωB97M-V with the def2-TZVPD basis set.

Output
ΔE to the lowest compared entry with this formula, charge and spin	1.6	kcal per mole
Kohn-Sham gap	0.2395	hartree
LUMO energy	4.65	eV
molar mass	465.9	g mol⁻¹

The geometry in ORCA input format:
```
! RIJCOSX wB97M-V def2-TZVPD def2/J DEFGRID3
* xyz -2 1
Cu 1.05252 -0.33420 -2.20838
O 1.82832 -4.10497 -1.57001
S 0.52747 -3.51752 -1.85362
O -0.44550 -4.37703 -2.49418
O 0.67783 -2.21999 -2.51963
C -0.24292 -3.32733 -0.26973
C 0.12094 -4.31945 0.68429
C -0.39748 -4.27973 1.97309
C -1.34853 -3.30817 2.30333
C -1.71010 -2.36070 1.35919
C -1.20243 -2.38534 0.08337
S -1.90435 -1.12489 -0.95808
O -0.75828 -0.18597 -1.16902
O -2.96576 -0.48141 -0.17915
O -2.38189 -1.80838 -2.14744
H 0.91153 -5.03009 0.39737
H -0.12627 -5.03730 2.70789
H -1.88076 -3.36282 3.25673
H -2.47542 -1.66697 1.61079
O 1.70591 -0.23531 0.25369
C 1.28181 0.79076 0.75849
C 1.12193 2.15549 0.13301
C 0.53398 3.12077 0.90384
C 0.42527 4.43890 0.45786
C 0.79964 4.78956 -0.88885
C 1.22058 3.79013 -1.74475
C 1.38198 2.39222 -1.27460
O 1.73536 1.48018 -2.05283
N -0.12636 5.44252 1.32798
O -0.25072 6.59202 0.89603
O -0.39591 5.08111 2.46486
H 0.96588 0.76587 1.78266
H 0.20058 2.88239 1.90112
H 0.73115 5.82668 -1.14840
H 1.39001 3.91897 -2.77688
*
```

A 2-piece molecular cluster, C13H9Cl2O3 overall at a distorted geometry, computed with ωB97M-V with the def2-TZVPD basis set.

Output
ΔE to the lowest compared entry with this formula, charge and spin	0.0	kcal per mole
Kohn-Sham gap	0.1113	hartree
LUMO energy	0.40	eV
molar mass	284.1	g mol⁻¹

The geometry in ORCA input format:
```
! RIJCOSX wB97M-V def2-TZVPD def2/J DEFGRID3
* xyz -1 1
Cl -3.05255 -2.84864 0.03738
C -2.40272 -1.78967 1.19747
C -1.45064 -2.22241 2.05237
C -0.94218 -1.36643 3.09593
O -0.20716 -1.79654 3.96653
C -1.37151 0.02862 3.08406
Cl -0.72752 1.08599 4.24711
C -2.30353 0.46786 2.21116
C -2.93452 -0.43251 1.27827
O -3.88730 -0.08354 0.60466
H -1.08507 -3.23280 1.99230
H -2.61900 1.49576 2.22499
C -0.96776 6.08220 2.02641
C 0.08168 5.28984 1.33361
C 1.07460 5.92355 0.58447
C 2.05491 5.19493 -0.07783
C 2.06280 3.83043 -0.01917
C 1.05956 3.13314 0.72252
O 1.03405 1.89565 0.77892
C 0.07740 3.91928 1.39966
H -1.58048 5.44126 2.66220
H -0.52084 6.85350 2.65502
H -1.62370 6.56630 1.30166
H 1.07420 6.99707 0.52177
H 2.81380 5.71015 -0.64473
H 2.81597 3.25145 -0.52480
H -0.67072 3.40229 1.96999
*
```

One molecule with the formula C13H9F15OS at a distorted geometry, computed with ωB97M-V with the def2-TZVPD basis set.

Output
ΔE to the lowest compared entry with this formula, charge and spin	4.3	kcal per mole
Kohn-Sham gap	0.3431	hartree
LUMO energy	-0.14	eV
molar mass	498.3	g mol⁻¹
SMILES string	C=C(C)C(=O)SCCC(F)(F)C(F)(F)C(F)(F)C(F)(F)C(F)(C(F)(F)F)C(F)(F)F

The geometry in ORCA input format:
```
! RIJCOSX wB97M-V def2-TZVPD def2/J DEFGRID3
* xyz 0 1
C -1.54421 3.56210 -3.72669
C -2.50496 2.66126 -4.17050
C -3.24956 2.83330 -5.49067
C -2.85729 1.49966 -3.34230
O -3.73015 0.63302 -3.67407
S -2.06323 1.21479 -1.80526
C -2.66688 -0.46500 -1.19488
C -1.76976 -1.01517 -0.08537
C -0.34110 -1.41692 -0.55406
F -0.49727 -2.29485 -1.61696
F 0.36355 -0.35195 -1.04785
C 0.60482 -2.08611 0.55158
F -0.04586 -3.16138 1.05539
F 1.66375 -2.57610 -0.08680
C 1.07787 -1.11169 1.65955
F 1.80491 -0.08635 1.18300
F -0.01832 -0.53285 2.24261
C 1.89603 -1.87373 2.79929
F 2.67091 -2.86587 2.31299
F 1.01706 -2.51666 3.56427
C 2.88701 -1.00489 3.72190
F 3.20712 -1.83767 4.72941
C 4.26229 -0.67298 3.03692
F 4.93494 -1.77066 2.60560
F 4.24502 0.18779 2.03266
F 5.12328 -0.17107 3.95214
C 2.22734 0.28380 4.30897
F 1.00858 0.04636 4.90759
F 2.16311 1.27604 3.36043
F 3.04493 0.84201 5.22015
H -1.21126 4.42322 -4.31296
H -0.98946 3.47669 -2.78211
H -2.89609 3.72395 -6.04969
H -4.30729 2.97918 -5.29240
H -3.16920 1.96584 -6.10965
H -3.69220 -0.45377 -0.84393
H -2.66517 -1.18165 -2.02471
H -2.26501 -1.89304 0.26259
H -1.71827 -0.26860 0.70382
*
```

One molecule with the formula C13H9N3OS3 at a distorted geometry, computed with ωB97M-V with the def2-TZVPD basis set.

Output
Kohn-Sham gap	0.2947	hartree
LUMO energy	-0.11	eV
molar mass	319.4	g mol⁻¹
SMILES string	CCSc1nn2c(=O)c3sc4ccccc4c3nc2s1

The geometry in ORCA input format:
```
! RIJCOSX wB97M-V def2-TZVPD def2/J DEFGRID3
* xyz 0 1
C 6.02513 -1.15664 0.19761
C 5.04350 -2.28396 -0.02452
S 4.12549 -2.14914 -1.61088
C 2.61745 -1.31876 -1.15471
N 2.36286 -0.71624 0.01529
N 1.07087 -0.22716 0.03599
C 0.39733 0.31257 1.13773
O 0.92224 0.48225 2.22590
C -1.00108 0.63261 1.00903
S -2.07765 1.25096 2.26727
C -3.43025 1.40079 1.12245
C -4.68628 1.91230 1.35511
C -5.63942 1.91234 0.31649
C -5.26237 1.39136 -0.95958
C -3.98140 0.90508 -1.16038
C -3.05613 0.86584 -0.12546
C -1.63446 0.41254 -0.18576
N -0.98679 -0.16916 -1.28685
C 0.29918 -0.48000 -1.13909
S 1.29695 -1.33389 -2.30894
H 5.50992 -0.29576 0.64262
H 6.45239 -0.88695 -0.79845
H 6.85679 -1.46256 0.87826
H 5.61769 -3.19644 -0.09759
H 4.34912 -2.37355 0.82768
H -4.91267 2.30095 2.32347
H -6.65201 2.30501 0.48765
H -5.92837 1.42995 -1.81987
H -3.69803 0.53565 -2.17047
*
```

C13H9N6O4Ti as an isolated structure, computed with ωB97M-V with the def2-TZVPD basis set.

Output
ΔE to the lowest compared entry with this formula, charge and spin	16.0	kcal per mole
Kohn-Sham gap (spin up / spin down)	0.3003 / 0.3009	hartree
LUMO energy (spin up / spin down)	-8.05 / -8.03	eV
molar mass	361.1	g mol⁻¹

The geometry in ORCA input format:
```
! RIJCOSX wB97M-V def2-TZVPD def2/J DEFGRID3
* xyz 2 2
Ti 0.11374 0.10636 -1.02115
O 0.19531 4.20118 0.19321
C -0.07284 2.97425 -0.10753
O 0.64891 2.24189 -0.80092
C -1.37261 2.43549 0.36542
C -2.42256 3.10924 0.95122
C -3.63610 2.42624 1.07700
C -3.77688 1.14873 0.55211
C -2.66429 0.56379 -0.03354
N -1.49131 1.17514 -0.05656
C -2.60531 -0.71640 -0.83248
O -3.42412 -1.57184 -0.84461
O -1.43628 -0.73969 -1.53038
H 1.01895 4.51943 -0.21630
H -2.31350 4.13652 1.27060
H -4.48301 2.91888 1.53565
H -4.72166 0.62170 0.56209
N 4.33171 0.21466 -0.21418
C 3.26267 0.89024 -0.60247
N 2.20253 0.08536 -0.51587
C 2.73788 -1.09652 -0.06002
N 4.02184 -1.05212 0.13431
C 1.84196 -2.23428 0.09574
C 2.25622 -3.50256 0.45971
N 1.39389 -4.51055 0.52539
C 0.13720 -4.25157 0.20516
C -0.28721 -2.98557 -0.19520
N 0.56925 -1.96147 -0.24604
H 5.29263 0.52802 -0.16435
H 3.27042 1.91345 -0.93641
H 3.29400 -3.69722 0.70051
H -0.57149 -5.06884 0.24672
H -1.30994 -2.82194 -0.49684
*
```

Question: Which of these has the highest molar mass?
Answer: C13H7Cl3N2O6RuSbSe4